Molecular formula: C58H146N15O19P5S7
Method: DFT, wB97M-V/def2-TZVPD

```
250
C58H146N15O19P5S7 (wB97M-V/def2-TZVPD)
C -5.43 0.06 0.04
C -6.95 0.19 -0.16
C -7.64 -0.90 0.74
S -6.58 -2.38 0.38
O -7.18 -3.11 -0.74
O -6.25 -3.05 1.62
C -5.15 -1.37 -0.35
H -5.21 0.23 1.09
H -4.84 0.82 -0.47
H -7.23 -0.06 -1.19
H -7.36 1.18 0.05
H -8.66 -1.25 0.53
H -7.65 -0.66 1.80
H -5.00 -1.67 -1.39
H -4.18 -1.63 0.06
C 5.69 -5.27 -3.32
C 4.94 -6.04 -4.41
C 3.45 -5.70 -4.32
S 3.27 -3.94 -3.66
O 2.71 -3.98 -2.29
O 2.84 -2.93 -4.65
C 5.21 -3.79 -3.41
H 6.75 -5.44 -3.50
H 5.49 -5.71 -2.35
H 5.07 -7.12 -4.33
H 5.24 -5.75 -5.41
H 3.06 -6.31 -3.50
H 2.90 -5.82 -5.25
H 5.52 -3.23 -2.53
H 5.58 -3.40 -4.35
C -3.61 -6.12 4.26
C -3.65 -5.22 3.04
C -2.30 -4.43 3.00
S -1.61 -4.30 4.76
O -1.82 -2.97 5.36
O -0.38 -5.03 4.85
C -3.00 -5.41 5.48
H -3.00 -6.98 3.96
H -4.60 -6.55 4.41
H -4.43 -4.45 3.02
H -3.85 -5.72 2.09
H -2.28 -3.41 2.61
H -1.58 -5.08 2.49
H -3.76 -4.70 5.81
H -2.71 -6.16 6.21
C -6.77 -1.16 4.75
C -7.30 -0.16 5.78
C -6.77 1.24 5.41
S -5.13 0.99 4.55
O -4.03 1.30 5.40
O -5.23 1.56 3.23
C -5.30 -0.83 4.44
H -7.41 -0.86 3.92
H -7.06 -2.17 5.05
H -6.90 -0.47 6.74
H -8.38 -0.14 5.94
H -6.56 1.87 6.28
H -7.41 1.71 4.67
H -4.72 -1.16 5.30
H -4.84 -1.30 3.57
C -3.15 -4.55 -2.28
C -1.92 -3.98 -2.93
C -0.61 -4.56 -2.31
S -1.20 -5.89 -1.20
O -0.48 -5.80 0.06
O -1.39 -7.17 -1.90
C -2.85 -5.16 -0.85
H -3.43 -5.45 -2.83
H -4.01 -3.90 -2.17
H -1.98 -2.91 -2.72
H -1.96 -4.13 -4.01
H -0.13 -3.83 -1.65
H 0.00 -5.11 -3.03
H -2.72 -4.37 -0.10
H -3.42 -6.02 -0.49
C 0.98 1.83 -6.11
C 0.65 2.51 -4.76
C 1.45 3.91 -4.72
S 1.70 4.42 -6.50
O 3.14 4.44 -6.78
O 0.80 5.52 -6.87
C 0.95 2.84 -7.22
H 0.19 1.15 -6.43
H 1.96 1.36 -6.04
H 1.04 1.84 -3.99
H -0.42 2.71 -4.61
H 2.46 3.76 -4.34
H 1.00 4.77 -4.22
H 1.52 2.69 -8.14
H -0.06 3.06 -7.56
C 1.19 7.83 1.43
C 0.18 7.78 0.29
C -0.17 6.28 0.03
S 0.09 5.38 1.62
O 1.24 4.51 1.53
O -1.19 4.89 2.19
C 0.65 6.95 2.56
H 1.40 8.88 1.62
H 2.07 7.35 1.00
H 0.67 8.25 -0.57
H -0.71 8.39 0.45
H 0.43 5.76 -0.72
H -1.22 6.18 -0.23
H 1.29 6.66 3.40
H -0.23 7.43 2.99
O -1.88 -1.96 -0.02
P -0.89 -0.86 0.10
N -0.35 -0.19 -1.37
C 0.55 -1.08 -2.12
C -1.29 0.53 -2.22
N 0.45 -1.33 1.06
C 0.40 -2.58 1.87
C 1.71 -0.68 0.98
N -1.42 0.53 0.93
C -0.72 1.84 0.97
C -2.22 0.29 2.13
H 1.19 -0.55 -2.83
H 0.00 -1.75 -2.78
H 1.16 -1.74 -1.50
H -0.78 1.35 -2.74
H -2.11 0.89 -1.60
H -1.83 -0.07 -2.96
H -0.06 -3.44 1.39
H 1.40 -2.93 2.13
H -0.26 -2.46 2.73
H 2.56 -1.32 0.73
H 1.70 0.23 0.38
H 2.12 -0.43 1.96
H -1.28 2.55 1.58
H 0.25 1.76 1.46
H -0.58 2.32 0.00
H -2.79 1.20 2.32
H -1.67 -0.04 3.01
H -2.88 -0.57 2.02
O 5.34 -5.45 3.64
P 4.95 -5.43 2.22
N 4.89 -3.82 1.65
C 4.54 -2.76 2.61
C 4.72 -3.46 0.23
N 3.36 -6.03 1.98
C 2.68 -6.00 0.67
C 2.37 -6.02 3.15
N 5.93 -6.38 1.14
C 5.58 -7.69 0.58
C 7.26 -5.81 0.68
H 5.34 -2.71 3.34
H 3.60 -2.94 3.12
H 4.59 -1.81 2.06
H 5.23 -4.18 -0.41
H 5.18 -2.49 0.02
H 3.67 -3.41 -0.05
H 3.37 -6.14 -0.16
H 1.89 -6.75 0.59
H 2.36 -5.00 0.38
H 1.95 -5.02 3.25
H 1.56 -6.73 3.05
H 2.81 -6.32 4.10
H 4.71 -8.00 1.15
H 5.30 -7.59 -0.47
H 6.34 -8.46 0.74
H 7.80 -5.27 1.46
H 7.03 -5.08 -0.11
H 7.92 -6.48 0.14
O 1.70 1.50 7.82
P 1.38 1.81 6.46
N 1.52 0.56 5.21
C 2.86 -0.02 4.96
C 0.43 -0.46 5.09
N 2.30 3.16 5.79
C 2.30 3.47 4.38
C 2.96 4.10 6.71
N -0.23 2.36 6.26
C -1.25 1.65 7.13
C -0.73 3.21 5.08
H 2.92 -0.79 4.19
H 3.20 -0.46 5.90
H 3.59 0.78 4.90
H 0.17 -0.78 6.10
H 0.66 -1.39 4.57
H -0.44 -0.02 4.61
H 1.88 4.48 4.33
H 3.35 3.48 4.10
H 1.82 2.77 3.70
H 3.31 3.50 7.55
H 3.83 4.65 6.36
H 2.30 4.88 7.09
H -0.95 1.38 8.14
H -2.18 2.22 7.16
H -1.47 0.69 6.67
H -0.25 4.19 5.10
H -1.81 3.31 5.17
H -0.55 2.73 4.12
O 6.47 1.23 -1.39
P 5.41 2.21 -1.77
N 5.94 3.87 -1.73
C 5.03 4.89 -2.14
C 7.17 4.22 -0.97
N 3.98 2.26 -0.80
C 2.63 2.79 -1.15
C 4.24 2.10 0.66
N 4.80 1.94 -3.37
C 4.04 0.73 -3.73
C 5.32 2.75 -4.52
H 5.55 5.84 -2.32
H 4.40 5.28 -1.34
H 4.58 4.60 -3.09
H 6.97 4.42 0.08
H 7.64 5.13 -1.32
H 7.86 3.37 -0.95
H 2.20 2.31 -2.03
H 1.94 2.53 -0.34
H 2.70 3.87 -1.25
H 3.95 1.10 0.96
H 5.30 2.16 0.94
H 3.67 2.88 1.17
H 4.13 0.43 -4.77
H 4.50 -0.08 -3.17
H 3.02 0.94 -3.42
H 4.51 3.30 -5.00
H 5.74 2.02 -5.20
H 6.09 3.45 -4.19
O -4.66 3.31 -2.48
P -4.40 3.63 -3.90
N -3.12 4.78 -4.18
C -2.70 5.55 -3.02
C -2.87 5.32 -5.46
N -5.72 4.30 -4.80
C -6.46 5.53 -4.31
C -6.30 3.76 -6.04
N -3.94 2.22 -4.87
C -3.24 2.25 -6.18
C -4.21 0.93 -4.33
H -3.35 6.42 -2.95
H -1.68 5.86 -3.24
H -2.60 4.97 -2.10
H -2.59 6.37 -5.41
H -3.77 5.06 -6.01
H -2.06 4.76 -5.92
H -6.03 6.42 -4.78
H -7.52 5.49 -4.52
H -6.27 5.59 -3.24
H -6.19 2.68 -6.02
H -7.34 4.06 -6.16
H -5.78 4.02 -6.96
H -3.66 1.51 -6.87
H -3.57 3.14 -6.72
H -2.16 2.18 -6.12
H -5.28 0.70 -4.34
H -3.81 0.99 -3.32
H -3.69 0.06 -4.75
```

HOMO energy	-7.79	eV
molar mass	1737.2	g/mol
E_tot	-246057.844	eV
Kohn-Sham gap	7.829	eV
SMILES string	CN(C)P(=O)(N(C)C)N(C)C.CN(C)P(=O)(N(C)C)N(C)C.CN(C)P(=O)(N(C)C)N(C)C.CN(C)P(=O)(N(C)C)N(C)C.CN(C)P(=O)(N(C)C)N(C)C.O=S1(=O)CCCC1.O=S1(=O)CCCC1.O=S1(=O)CCCC1.O=S1(=O)CCCC1.O=S1(=O)CCCC1.O=S1(=O)CCCC1.O=S1(=O)CCCC1
charge	0